Arrangement i

Here is a structure of composition C20H37N2O2P3Ru from the Open Molecules 2025 dataset. Energies are from ωB97M-V with the def2-TZVPD basis set.

Computed properties:
Total charge = +4
Multiplicity = 5
HOMO level (alpha / beta) = -0.7267 / -0.7269 Ha
HOMO-LUMO gap (alpha / beta) = 0.278 / 0.187 hartree

Geometry as XYZ:
```
65
C20H37N2O2P3Ru ωB97M-V with the def2-TZVPD basis set
C 0.109 -2.830 -2.336
C -1.563 -3.137 -0.117
C 0.200 0.831 -1.698
P -0.376 1.781 -3.299
H -0.692 4.114 -2.601
H -2.708 2.238 -3.007
H 3.728 -2.301 -1.702
H -3.913 -1.672 1.503
C 4.266 -1.610 -1.027
C -4.024 -0.695 2.022
H -3.792 4.245 0.482
C -0.230 -3.544 -0.062
H 4.417 -0.658 -1.566
H 0.432 1.413 -5.545
C -1.226 -2.367 -2.389
H 0.140 -4.072 0.780
H -0.300 -0.043 -4.806
H 3.740 1.044 0.578
H 2.786 -2.657 2.304
H -3.303 1.833 3.569
C -2.036 -2.555 -1.267
O 0.979 1.289 -0.894
C -2.825 3.763 0.509
H 3.288 -3.607 0.880
H -2.829 0.787 5.023
H -1.334 -1.656 4.498
H -2.389 0.932 -4.219
H 5.214 -2.055 -0.680
C -1.589 4.184 0.981
N -1.362 2.068 0.214
H 3.336 0.363 2.149
H 1.031 3.777 -2.970
O 0.159 -0.223 2.068
H -0.138 4.026 -4.294
H 1.368 0.462 -4.336
H 0.709 -2.778 -3.217
C 3.890 0.158 1.218
H -1.335 5.135 1.414
H 1.650 -3.713 -1.116
H -1.603 -1.966 -3.300
H -2.282 0.569 -2.466
C -0.044 -0.711 0.983
H -4.844 -0.711 2.757
H -3.126 -2.000 4.485
C 0.608 -3.395 -1.169
C 0.362 0.820 -4.616
N -2.632 2.497 0.054
H 4.958 0.018 1.432
C -2.590 1.103 3.991
Ru -0.337 -1.639 -0.714
P 3.170 -1.299 0.382
C -2.106 1.344 -3.236
H -3.299 1.864 -0.383
C -0.013 3.562 -3.288
C -0.712 3.109 0.781
H 0.342 3.083 1.014
H -2.202 -3.284 0.745
H -3.082 -2.280 -1.348
H -2.020 -2.653 3.205
H -1.587 1.591 3.954
H -4.222 0.035 1.221
C -2.232 -1.800 3.876
P -2.461 -0.314 2.855
C 3.510 -2.701 1.473
H 4.551 -2.691 1.836
```


Arrangement ii

Here is a structure of composition C20H37N2O2P3Ru from the Open Molecules 2025 dataset. Energies are from ωB97M-V with the def2-TZVPD basis set.

Computed properties:
Total charge = +4
Multiplicity = 5
HOMO level (alpha / beta) = -0.6567 / -0.7152 Ha
HOMO-LUMO gap (alpha / beta) = 0.205 / 0.117 hartree

Geometry as XYZ:
```
65
C20H37N2O2P3Ru ωB97M-V with the def2-TZVPD basis set
C 3.385 -2.164 -0.619
C -1.001 3.389 1.066
H -2.382 0.129 -3.277
H -2.359 -3.149 2.451
C 0.198 -1.094 3.041
H -0.005 3.212 1.505
H -2.744 2.444 -2.201
C -1.318 0.003 -3.183
C -0.462 1.101 -3.311
Ru -0.084 0.103 -1.572
H -4.749 -2.358 -0.523
C 0.916 0.933 -3.138
H 3.550 -2.085 -1.702
C 0.152 4.079 -1.531
H -1.920 -4.103 -1.108
H -1.726 2.745 1.589
H 4.230 -2.713 -0.168
C -3.080 -2.524 1.914
H 1.577 1.785 -3.157
H 2.460 -2.732 -0.450
H 1.333 -3.925 4.182
H 5.267 0.199 -0.972
H -1.454 -2.103 -2.786
H -1.099 -4.185 0.475
H -0.491 -3.081 -0.786
H 4.368 1.577 -0.225
N 0.537 -1.897 4.100
H 0.457 -1.646 5.075
H -3.943 -0.833 -1.024
H -0.879 2.084 -3.458
C 1.362 0.407 -0.028
C 4.274 0.644 -0.804
O -1.711 0.270 1.064
H -2.741 4.175 -1.657
H -0.020 3.998 -2.617
H -3.563 -2.358 -1.881
H 2.493 -0.463 -2.721
O 1.364 1.174 0.911
H 3.479 0.259 2.394
H 3.795 0.871 -1.766
H -3.209 -1.577 2.453
N 0.425 -1.730 1.899
H -0.042 5.100 -1.156
P -0.929 2.856 -0.681
C -3.817 -1.919 -0.908
C -1.398 -3.514 -0.341
H 4.993 -0.517 1.787
C 1.437 -0.335 -2.888
H 1.190 3.767 -1.312
H 1.180 -3.695 1.459
C 0.582 -1.430 -2.751
H -3.349 2.847 -0.561
C 3.894 -0.585 1.827
P 3.265 -0.519 0.135
C -0.798 -1.260 -2.909
C -1.570 -0.560 0.199
C 1.004 -3.105 3.584
H 0.974 -2.395 -2.481
H -1.285 4.456 1.138
P -2.501 -2.235 0.252
H 3.591 -1.522 2.311
C -2.621 3.125 -1.342
C 0.921 -2.972 2.209
H -0.197 -0.101 3.193
H -4.041 -3.049 1.849
```


Pick arrangement i: it beats the second-best structure by 0.128 eV.